ORCA calculation (ωB97M-V/def2-TZVPD) on C26H46IrNO2P3 as an isolated structure at a distorted geometry.

gap between HOMO and LUMO (alpha / beta)	6.062 / 6.418	eV
energy relative to the best compared isomer or geometry (same formula, charge and spin)	0.0	kJ/mol
maximum force	0.0905	Eh/bohr
multiplicity	6
charge	+4
highest occupied orbital energy (alpha / beta)	-0.60105 / -0.75341	Eh

Positions of all 79 atoms, in Å:
P -1.224 -0.400 3.342
C -0.459 -1.958 3.870
H -0.742 -2.164 4.908
H 0.628 -1.886 3.775
H -0.836 -2.747 3.211
C -0.759 0.719 4.709
H -1.204 1.713 4.543
H 0.338 0.807 4.715
H -1.125 0.283 5.648
C -2.971 -0.814 3.702
H -3.095 -0.903 4.787
H -3.205 -1.772 3.219
H -3.642 -0.042 3.306
P -3.233 -0.284 -2.194
C -2.712 -1.962 -2.635
H -3.372 -2.371 -3.413
H -2.745 -2.620 -1.757
H -1.687 -1.939 -3.030
C -4.918 -0.396 -1.503
H -5.358 0.603 -1.369
H -4.854 -0.886 -0.518
H -5.568 -1.001 -2.155
C -3.118 0.633 -3.763
H -3.969 0.391 -4.418
H -2.179 0.341 -4.259
H -3.092 1.715 -3.567
P 2.437 2.264 -0.946
C 3.766 1.173 -1.555
H 4.730 1.693 -1.638
H 3.461 0.784 -2.533
H 3.855 0.340 -0.849
C 2.075 3.237 -2.463
H 2.943 3.844 -2.758
H 1.208 3.890 -2.292
H 1.823 2.532 -3.268
C 3.239 3.462 0.172
H 3.854 4.163 -0.401
H 3.838 2.920 0.914
H 2.446 4.012 0.704
Ir -1.872 1.082 -0.585
C -1.604 -0.644 0.113
O -1.360 -1.723 0.489
C -0.516 0.637 -1.874
O 0.356 0.310 -2.575
C -2.079 3.237 -1.189
C -1.071 3.225 -0.213
C -1.329 2.683 1.056
C -2.603 2.180 1.345
C -3.608 2.183 0.371
C -3.373 2.805 -0.872
H -1.836 3.532 -2.211
H -0.059 3.574 -0.449
H -0.541 2.618 1.803
H -2.797 1.735 2.328
H -4.550 1.679 0.586
H -4.159 2.839 -1.626
C 3.039 -4.591 -0.958
N 2.816 -3.129 -1.112
C 2.842 -2.734 -2.546
C 1.559 -2.663 -0.353
C 1.881 -1.619 0.672
C 2.914 -1.854 1.610
C 3.259 -0.865 2.524
C 2.563 0.341 2.540
C 1.545 0.588 1.594
C 1.249 -0.396 0.687
H 2.202 -5.131 -1.420
H 3.070 -4.811 0.118
H 3.979 -4.865 -1.434
H 3.618 -2.660 -0.666
H 2.022 -3.221 -3.088
H 2.741 -1.642 -2.611
H 3.801 -3.053 -2.968
H 0.869 -2.295 -1.116
H 1.143 -3.576 0.104
H 3.427 -2.816 1.597
H 4.066 -1.015 3.227
H 2.794 1.121 3.272
H 1.025 1.559 1.591